# 1
Below is an isolated ion of composition C7H8NO5S and charge -1, with properties calculated with ωB97M-V/def2-TZVPD.

Geometry (Å):
C -2.00 0.22 1.18
N -1.05 -0.19 0.21
C -1.41 -1.04 -0.92
C -0.94 -0.24 -2.15
C 0.30 0.30 -2.05
C 1.16 0.02 -0.97
C 2.62 0.18 -1.10
O 3.09 0.17 -2.21
O 3.43 0.19 -0.01
C 0.26 0.00 0.46
S 0.67 0.29 2.20
O 0.06 1.52 2.68
O 2.13 0.31 2.27
O 0.02 -0.88 2.76
H -2.09 -0.43 2.00
H -1.58 1.19 1.62
H -3.10 0.31 0.73
H -2.54 -1.35 -1.05
H -0.88 -1.97 -0.97
H -1.74 0.25 -2.73
H 0.75 1.09 -2.68
H 2.84 0.07 0.74

Computed properties:
HOMO (spin up / spin down) ... -4.475 / -4.476 eV
Charge ... -1
Energy relative to the best compared isomer or geometry (same formula, charge and spin) ... 204.6 kJ/mol

Atom charges from the Mulliken analysis, given in e for atoms 1 to 8: atom 1 (C): -1.0967, atom 2 (N): 0.3344, atom 3 (C): -0.6177, atom 4 (C): -0.5386, atom 5 (C): -0.4051, atom 6 (C): 0.3409, atom 7 (C): 0.4221, atom 8 (O): -0.6339

=====

# 2
Below is C60H62Ge2N2O2ReS4 as an isolated structure, with properties calculated with ωB97M-V/def2-TZVPD.

Geometry (Å):
Re -0.03 -0.57 0.08
C 3.54 0.46 -2.10
C 2.35 0.68 -1.19
O 1.56 -0.33 -1.08
C 2.16 1.90 -0.55
C 1.17 2.19 0.41
C 1.12 3.56 1.02
N 0.30 1.29 0.85
N -0.48 1.64 1.90
C -1.17 0.63 2.37
O -1.05 -0.56 1.86
C -2.05 0.87 3.51
C -2.51 2.16 3.76
C -3.29 2.41 4.88
C -3.61 1.37 5.75
C -3.18 0.08 5.48
C -2.42 -0.18 4.35
H 3.27 -0.27 -2.86
H 4.37 0.06 -1.52
H 3.86 1.38 -2.57
H 2.87 2.68 -0.76
H 1.86 4.22 0.59
H 1.26 3.49 2.10
H 0.12 3.98 0.86
H -2.26 2.94 3.07
H -3.63 3.41 5.08
H -4.20 1.57 6.63
H -3.44 -0.73 6.15
H -2.11 -1.19 4.11
C -5.82 -5.39 4.64
C -5.95 -4.43 3.50
C -5.73 -3.07 3.66
C -5.89 -2.18 2.61
C -5.67 -0.71 2.81
C -6.27 -2.67 1.36
C -6.51 -4.03 1.18
C -6.97 -4.59 -0.14
C -6.34 -4.90 2.25
C -6.58 -1.74 0.25
C -7.93 -1.53 -0.02
C -8.32 -0.72 -1.07
C -7.36 -0.10 -1.85
C -6.01 -0.29 -1.59
C -5.62 -1.11 -0.53
Ge -3.65 -1.57 -0.30
S -2.14 0.08 -0.80
S -3.20 -3.31 -1.70
Ge -1.75 -3.87 -0.02
S 0.15 -2.84 -0.48
S -2.99 -2.74 1.55
C -1.36 -5.82 0.23
C -0.58 -6.20 1.32
C -0.24 -7.54 1.49
C -0.67 -8.49 0.58
C -1.42 -8.10 -0.51
C -1.78 -6.77 -0.69
C -2.61 -6.44 -1.87
C -2.03 -5.88 -3.01
C -0.57 -5.54 -3.07
C -2.84 -5.62 -4.11
C -4.19 -5.89 -4.10
C -5.06 -5.58 -5.28
C -4.75 -6.47 -2.96
C -3.97 -6.75 -1.85
C -4.57 -7.37 -0.62
C -0.04 -5.18 2.26
C -0.79 -4.70 3.33
C -2.16 -5.22 3.63
C -0.22 -3.75 4.18
C 1.06 -3.27 3.98
C 1.66 -2.24 4.89
C 1.80 -3.78 2.91
C 1.27 -4.73 2.06
C 2.09 -5.27 0.93
C -5.02 0.38 -2.46
C -4.53 1.64 -2.11
C -4.94 2.33 -0.85
C -3.59 2.25 -2.94
C -3.12 1.62 -4.08
C -2.04 2.23 -4.91
C -3.66 0.39 -4.43
C -4.61 -0.24 -3.64
C -5.19 -1.56 -4.05
H -5.48 -4.88 5.54
H -5.10 -6.17 4.40
H -6.77 -5.86 4.85
H -5.45 -2.69 4.63
H -5.53 -0.48 3.86
H -6.52 -0.15 2.43
H -4.78 -0.38 2.27
H -7.10 -3.81 -0.88
H -7.91 -5.12 -0.01
H -6.24 -5.30 -0.52
H -6.53 -5.95 2.12
H -8.66 -2.02 0.60
H -9.37 -0.59 -1.28
H -7.66 0.53 -2.67
H 0.34 -7.83 2.35
H -0.39 -9.53 0.71
H -1.75 -8.83 -1.24
H -0.01 -6.05 -2.28
H -0.44 -4.47 -2.95
H -0.15 -5.82 -4.04
H -2.39 -5.18 -4.99
H -4.48 -5.10 -6.06
H -5.87 -4.91 -4.98
H -5.51 -6.48 -5.68
H -5.80 -6.69 -2.95
H -5.64 -7.54 -0.76
H -4.42 -6.72 0.24
H -4.10 -8.33 -0.40
H -2.51 -5.89 2.84
H -2.87 -4.39 3.71
H -2.16 -5.76 4.57
H -0.80 -3.38 5.01
H 1.02 -2.04 5.74
H 1.82 -1.31 4.35
H 2.63 -2.58 5.26
H 2.80 -3.41 2.75
H 3.05 -4.76 0.87
H 1.57 -5.14 -0.02
H 2.27 -6.34 1.06
H -5.71 1.77 -0.32
H -5.32 3.33 -1.06
H -4.07 2.43 -0.20
H -3.20 3.22 -2.66
H -1.70 3.17 -4.49
H -2.38 2.41 -5.93
H -1.18 1.55 -4.96
H -3.31 -0.10 -5.33
H -4.79 -1.88 -5.00
H -6.28 -1.48 -4.13
H -4.97 -2.32 -3.30

Computed properties:
HOMO (spin up / spin down) ... -7.237 / -7.953 eV
Charge ... 0
2S+1 ... 4

Atom charges from the Mulliken analysis, given in e for atoms 1 to 8: atom 1 (Re): 1.3627, atom 2 (C): -1.5351, atom 3 (C): 0.9937, atom 4 (O): -0.5652, atom 5 (C): -1.3490, atom 6 (C): 1.4532, atom 7 (C): -1.3522, atom 8 (N): 0.5506

=====

Number 1: electronic energy -1100.67810 a.u.. Number 2: electronic energy -8408.69818 a.u..